Entry from OMol25: a gas-phase ion, C5H11FNO5S (charge -1) in a non-equilibrium geometry (ωB97M-V with the def2-TZVPD basis set).

```
24
Properties=species:S:1:pos:R:3:forces:R:3
S -3.555046 -0.260254 0.298127 -0.93 -3.06 -0.82
F -3.432991 2.047057 -0.302689 -1.09 2.01 -0.68
O -4.247620 -0.423502 -0.983467 0.68 0.37 0.58
O -0.276271 0.585275 -0.973975 0.61 1.20 0.95
O -0.242114 -1.680416 -0.743894 -3.85 -0.70 1.80
O -2.623844 -1.363354 0.606623 1.09 0.47 -0.89
O -4.410073 -0.104973 1.414303 -1.28 1.41 1.39
N -2.557564 1.114907 0.158987 3.18 -1.67 -1.48
C 1.689010 -0.482809 -0.286760 0.24 -0.26 2.29
C -1.597200 0.745776 -1.187517 -1.83 -2.37 2.94
C 0.162197 -0.489175 -0.173941 1.85 -0.79 -1.68
C 3.704163 0.145525 0.840913 0.15 1.65 1.73
C 2.278050 0.610387 0.665983 0.57 -1.53 -2.10
H 1.984163 -1.423224 0.309449 -0.45 0.90 -1.51
H -1.681156 1.490687 -1.869211 -0.80 2.59 -1.64
H 4.245366 0.722328 1.614510 -0.24 -0.41 0.05
H -1.262764 -1.802027 -0.360784 2.71 0.28 -0.99
H -0.068532 -0.350779 0.894510 -0.64 -0.11 -0.39
H 2.169742 1.595560 0.265124 -0.01 0.71 -0.21
H -2.096265 -0.154980 -1.540488 0.26 0.00 -0.30
H 1.749469 0.523824 1.573863 -0.62 0.15 1.20
H 2.165433 -0.473013 -1.302303 -0.86 -0.08 0.83
H 4.285808 0.318151 -0.024985 0.52 -0.29 -1.24
H 3.618040 -0.890982 1.107618 0.73 -0.47 0.17
```
Positions in Å, forces in eV/Å.

Values from the calculation:
Frontier orbital gap   8.99 eV
Net charge   -1
HOMO energy   -5.7 eV
SMILES   CCC[C@H](O)OCN(F)S(=O)(=O)[O-]
LUMO   3.26 eV
2S+1   1
Total energy   -1126.08887 Ha